Entry 1:
DFT (ωB97M-V/def2-TZVPD) results for 2 unconnected molecules or ions with the total composition C6H12O.

Results
Kohn-Sham gap ... 10.29 eV
Max |F| ... 0.011 Eh/bohr
Relative energy (zero: lowest compared OMol25 entry of this formula, charge and spin) ... 32.7 kcal per mole
LUMO energy ... 0.0366 Ha

Last column: Mulliken charge in e.
CARTESIAN COORDINATES (ANGSTROEM)
C1 1.47 -0.49 1.73  -0.79
C2 1.60 -0.01 0.50  -0.15
C3 1.10 -0.66 -0.76  0.02
C4 0.39 -1.99 -0.56  -1.37
H1 0.96 -1.42 1.94  0.22
H2 1.85 0.05 2.60  0.25
H3 2.12 0.93 0.35  0.34
H4 0.42 0.04 -1.27  0.06
H5 1.94 -0.79 -1.46  0.38
H6 0.05 -2.41 -1.52  0.37
H7 1.05 -2.73 -0.10  0.36
H8 -0.49 -1.88 0.08  0.29
C5 -1.42 2.11 -0.51  -0.84
C6 -2.15 0.96 0.11  0.12
O1 -1.72 0.27 1.01  -0.43
H9 -0.36 2.06 -0.26  0.17
H10 -1.83 3.06 -0.14  0.34
H11 -1.55 2.10 -1.60  0.30
H12 -3.16 0.76 -0.29  0.35

Entry 2:
DFT (ωB97M-V/def2-TZVPD) results for a single C6H12O molecule.

Results
Kohn-Sham gap ... 10.93 eV
Max |F| ... 0.005 Eh/bohr
Relative energy (zero: lowest compared OMol25 entry of this formula, charge and spin) ... 20.4 kcal per mole
LUMO energy ... 0.0364 Ha

Last column: Mulliken charge in e.
CARTESIAN COORDINATES (ANGSTROEM)
C1 1.70 0.82 0.71  -1.47
C2 0.73 -0.19 0.13  1.14
C3 1.37 -1.02 -0.97  -1.59
O1 -0.03 -0.89 1.12  -0.60
C4 -0.74 -0.05 0.21  1.22
C5 -1.40 1.18 0.79  -1.44
C6 -1.66 -0.81 -0.73  -1.46
H1 2.40 0.28 1.36  0.33
H2 1.21 1.58 1.32  0.38
H3 2.27 1.31 -0.07  0.29
H4 1.41 -0.44 -1.89  0.30
H5 0.83 -1.95 -1.16  0.44
H6 2.40 -1.28 -0.70  0.38
H7 -1.76 1.82 -0.03  0.31
H8 -2.27 0.89 1.38  0.34
H9 -0.74 1.76 1.42  0.38
H10 -2.60 -1.04 -0.21  0.36
H11 -1.22 -1.75 -1.07  0.34
H12 -1.91 -0.20 -1.61  0.33

Entry 3:
DFT (ωB97M-V/def2-TZVPD) results for a single C6H12O molecule.

Results
Kohn-Sham gap ... 10.61 eV
Max |F| ... 0.005 Eh/bohr
Relative energy (zero: lowest compared OMol25 entry of this formula, charge and spin) ... 9.6 kcal per mole
LUMO energy ... 0.0414 Ha

Last column: Mulliken charge in e.
CARTESIAN COORDINATES (ANGSTROEM)
C1 -1.33 1.55 1.56  -1.23
C2 -1.04 0.11 1.16  -0.48
C3 0.34 -0.03 0.52  0.13
C4 0.61 -1.41 -0.13  -0.74
C5 1.23 -1.05 -1.49  -0.50
C6 0.60 0.31 -1.77  -0.46
O1 0.52 0.95 -0.51  -0.42
H1 -0.53 1.95 2.19  0.31
H2 -1.39 2.18 0.67  0.28
H3 -2.27 1.64 2.11  0.37
H4 -1.08 -0.55 2.04  0.31
H5 -1.81 -0.25 0.46  0.30
H6 1.09 0.19 1.29  0.31
H7 1.27 -2.03 0.48  0.35
H8 -0.33 -1.96 -0.27  0.32
H9 1.02 -1.79 -2.26  0.33
H10 2.32 -0.94 -1.39  0.26
H11 1.20 0.95 -2.42  0.29
H12 -0.40 0.19 -2.22  0.27

Entry 4:
DFT (ωB97M-V/def2-TZVPD) results for a single C6H12O molecule in a non-equilibrium geometry.

Results
Kohn-Sham gap ... 10.99 eV
Max |F| ... 0.022 Eh/bohr
Relative energy (zero: lowest compared OMol25 entry of this formula, charge and spin) ... 31.8 kcal per mole
LUMO energy ... 0.0415 Ha

Last column: Mulliken charge in e.
CARTESIAN COORDINATES (ANGSTROEM)
C1 0.46 1.57 -1.62  -1.57
C2 0.50 0.61 -0.42  0.79
C3 1.11 1.28 0.81  -1.48
C4 -0.94 0.07 -0.10  -0.21
O1 -1.35 -0.97 -0.97  -0.48
C5 -1.30 -1.28 0.42  0.07
C6 -0.36 -2.33 0.90  -1.28
H1 1.47 1.92 -1.88  0.41
H2 0.02 1.08 -2.49  0.36
H3 -0.14 2.46 -1.37  0.34
H4 1.14 -0.24 -0.72  0.25
H5 0.49 2.12 1.13  0.34
H6 2.12 1.66 0.60  0.41
H7 1.18 0.58 1.64  0.32
H8 -1.78 0.72 0.15  0.42
H9 -2.31 -1.45 0.84  0.38
H10 0.62 -2.13 0.47  0.31
H11 -0.65 -3.34 0.61  0.35
H12 -0.29 -2.34 2.00  0.28

Entry 5:
DFT (ωB97M-V/def2-TZVPD) results for 2 unconnected molecules or ions with the total composition C6H12O.

Results
Kohn-Sham gap ... 10.60 eV
Max |F| ... 0.009 Eh/bohr
Relative energy (zero: lowest compared OMol25 entry of this formula, charge and spin) ... 53.4 kcal per mole
LUMO energy ... 0.0362 Ha

Last column: Mulliken charge in e.
CARTESIAN COORDINATES (ANGSTROEM)
C1 1.43 -0.26 0.99  -0.89
C2 0.85 0.22 -0.10  0.42
C3 0.79 1.36 -1.01  -0.80
C4 -0.44 0.49 -0.73  -0.09
C5 -1.53 0.94 0.22  -0.57
C6 -2.28 -0.25 0.81  -1.12
H1 2.43 0.05 1.28  0.38
H2 0.94 -1.01 1.61  0.23
H3 1.21 1.31 -2.02  0.25
H4 0.87 2.34 -0.54  0.24
H5 -0.77 -0.12 -1.57  0.39
H6 -1.06 1.51 1.03  0.30
H7 -2.23 1.62 -0.29  0.31
H8 -2.78 -0.83 0.03  0.31
H9 -3.04 0.07 1.53  0.35
H10 -1.59 -0.93 1.33  0.25
O1 2.33 -2.53 -0.14  -0.68
H11 1.80 -1.80 -0.50  0.38
H12 3.15 -2.08 0.10  0.34

Entry 6:
DFT (ωB97M-V/def2-TZVPD) results for a single C6H12O molecule.

Results
Kohn-Sham gap ... 10.43 eV
Max |F| ... 0.004 Eh/bohr
Relative energy (zero: lowest compared OMol25 entry of this formula, charge and spin) ... 33.4 kcal per mole
LUMO energy ... 0.0429 Ha

Last column: Mulliken charge in e.
CARTESIAN COORDINATES (ANGSTROEM)
C1 -2.17 -0.11 1.88  -1.24
C2 -1.59 0.00 0.48  -0.16
O1 -0.30 0.56 0.62  -0.36
C3 0.31 0.96 -0.56  -0.11
C4 1.78 1.17 -0.47  -0.79
C5 1.24 0.04 -1.31  0.24
C6 1.46 -1.39 -0.88  -1.37
H1 -2.24 0.88 2.33  0.29
H2 -1.51 -0.72 2.50  0.30
H3 -3.17 -0.57 1.86  0.38
H4 -2.22 0.66 -0.15  0.34
H5 -1.54 -0.98 -0.02  0.25
H6 -0.30 1.66 -1.16  0.39
H7 2.21 0.90 0.49  0.23
H8 2.23 2.04 -0.95  0.28
H9 1.28 0.20 -2.39  0.36
H10 0.87 -2.08 -1.49  0.31
H11 2.51 -1.68 -0.97  0.36
H12 1.15 -1.53 0.17  0.28